Record 1
{
  "formula": "C6HF5Se",
  "method": "ωB97M-V/def2-TZVPD",
  "elements": ["C", "C", "C", "C", "C", "C", "F", "F", "F", "F", "F", "Se", "H"],
  "coordinates": [[1.54, 0.14, -0.11], [0.97, 1.43, 0.15], [0.90, -1.10, -0.13], [-0.25, 1.79, 0.43], [-0.47, -1.43, 0.18], [-1.45, -0.52, 0.45], [2.78, 0.08, -0.66], [1.96, 2.35, -0.08], [1.76, -2.12, -0.42], [-0.82, 2.95, 0.63], [-0.56, -2.71, 0.31], [-3.15, -0.08, 0.25], [-3.21, -0.78, -0.99]],
  "nbo_charge": [0.340, 0.100, 0.250, 0.426, 0.279, -0.339, -0.287, -0.323, -0.298, -0.287, -0.279, 0.337, 0.080],
  "lumo_ev": [-1.10, -1.16],
  "de_lowest_ev": 5.272,
  "energy_ev": -85164.0769,
  "total_charge": 0,
  "homo_lumo_gap_ev": [7.648, 7.205]
}


Record 2
{
  "formula": "CH10O3",
  "method": "ωB97M-V/def2-TZVPD",
  "elements": ["C", "H", "H", "H", "H", "O", "H", "H", "O", "H", "H", "O", "H", "H"],
  "coordinates": [[-2.98, -0.55, 0.11], [-3.70, -0.55, -0.68], [-2.62, -1.53, 0.36], [-3.43, -0.08, 1.01], [-2.10, 0.07, -0.16], [1.82, 0.33, -0.75], [2.16, 0.35, 0.16], [1.53, 1.24, -0.85], [2.11, 1.33, 2.18], [2.63, 1.12, 2.96], [1.91, 2.26, 2.33], [0.78, -1.67, -2.15], [0.71, -1.26, -3.02], [1.20, -1.07, -1.49]],
  "nbo_charge": [-0.846, 0.211, 0.218, 0.204, 0.213, -0.954, 0.499, 0.478, -0.949, 0.477, 0.475, -0.990, 0.463, 0.500],
  "smiles": "C.O.O.O",
  "lumo_ev": 0.31,
  "de_lowest_ev": 0.421,
  "energy_ev": -7341.6358,
  "total_charge": 0,
  "homo_lumo_gap_ev": 10.565
}


Record 3
{
  "formula": "C12H32F12N5O7P2",
  "method": "ωB97M-V/def2-TZVPD",
  "elements": ["C", "C", "O", "N", "H", "H", "C", "H", "H", "H", "H", "H", "H", "C", "C", "O", "N", "H", "H", "C", "H", "H", "H", "H", "H", "H", "C", "C", "O", "N", "H", "H", "C", "H", "H", "H", "H", "H", "H", "C", "C", "O", "N", "H", "H", "C", "H", "H", "H", "H", "H", "H", "P", "F", "F", "F", "F", "F", "F", "P", "F", "F", "F", "F", "F", "F", "N", "O", "O", "O"],
  "coordinates": [[0.66, 0.06, -0.37], [-0.58, -0.41, -0.93], [-0.52, -0.94, -2.03], [-1.94, 0.02, -0.37], [-2.62, -0.52, -0.88], [-2.05, -0.37, 0.55], [-2.24, 1.59, -0.55], [1.53, -0.60, -0.33], [0.62, 0.35, 0.68], [0.97, 1.03, -0.76], [-2.26, 1.73, -1.63], [-1.45, 2.07, 0.03], [-3.20, 1.68, -0.05], [1.34, 0.19, 4.15], [1.98, -0.24, 2.77], [1.93, 0.46, 1.84], [2.43, -1.72, 2.48], [3.40, -1.92, 2.69], [1.80, -2.26, 3.06], [2.13, -2.21, 1.05], [0.27, 0.02, 4.25], [1.50, 1.26, 4.04], [1.88, -0.30, 4.96], [2.54, -1.54, 0.30], [1.06, -2.42, 1.05], [2.74, -3.12, 1.09], [-1.46, -1.76, -4.48], [-1.36, -2.67, -3.21], [-2.32, -2.97, -2.55], [0.04, -3.32, -2.93], [0.28, -4.15, -3.46], [0.79, -2.66, -3.03], [0.19, -3.52, -1.39], [-1.55, -2.50, -5.27], [-0.58, -1.15, -4.67], [-2.40, -1.24, -4.61], [-0.13, -2.63, -0.83], [1.18, -3.96, -1.44], [-0.66, -4.16, -1.16], [0.48, 2.83, 2.67], [0.13, 3.27, 1.21], [0.34, 2.54, 0.21], [-0.25, 4.77, 1.03], [-1.16, 4.81, 0.61], [-0.55, 5.11, 1.93], [0.77, 5.61, 0.27], [-0.18, 3.31, 3.40], [1.46, 3.16, 3.02], [0.25, 1.77, 2.79], [0.81, 5.25, -0.76], [1.63, 5.77, 0.91], [0.42, 6.64, 0.34], [2.92, -1.21, -2.35], [3.52, -0.61, -3.78], [2.41, 0.30, -2.02], [1.53, -1.35, -3.13], [2.33, -1.58, -0.93], [3.34, -2.79, -2.66], [4.35, -0.96, -1.73], [-1.93, 0.35, 2.43], [-0.60, -0.32, 3.24], [-2.85, -0.47, 3.43], [-1.90, 1.60, 3.49], [-3.18, 1.01, 1.73], [-0.88, 1.12, 1.49], [-2.08, -0.83, 1.38], [-3.80, -1.12, -1.61], [-3.30, -1.52, -0.59], [-3.35, -0.02, -1.82], [-4.65, -1.66, -2.28]],
  "nbo_charge": [-0.859, 0.849, -0.638, -0.655, 0.412, 0.404, -0.433, 0.276, 0.239, 0.304, 0.228, 0.183, 0.241, -0.747, 0.740, -0.485, -0.595, 0.442, 0.429, -0.440, 0.336, 0.237, 0.230, 0.305, 0.212, 0.218, -0.715, 0.763, -0.493, -0.623, 0.435, 0.465, -0.444, 0.236, 0.251, 0.279, 0.250, 0.233, 0.245, -0.758, 0.747, -0.457, -0.588, 0.449, 0.439, -0.424, 0.247, 0.259, 0.302, 0.270, 0.249, 0.243, 2.615, -0.577, -0.600, -0.556, -0.553, -0.581, -0.570, 2.622, -0.592, -0.556, -0.588, -0.568, -0.581, -0.429, 0.746, -0.556, -0.552, -0.413],
  "lumo_ev": -4.08,
  "de_lowest_ev": 16.742,
  "energy_ev": -85914.5496,
  "total_charge": 1,
  "homo_lumo_gap_ev": 6.463
}


Record 4
{
  "formula": "C8H17NS",
  "method": "ωB97M-V/def2-TZVPD",
  "elements": ["C", "C", "C", "C", "C", "C", "C", "C", "N", "S", "H", "H", "H", "H", "H", "H", "H", "H", "H", "H", "H", "H", "H", "H", "H", "H", "H"],
  "coordinates": [[-1.55, -0.29, -0.35], [-0.44, -0.73, -1.31], [-0.91, -0.16, 0.99], [0.81, 0.15, -1.03], [-0.81, -1.51, 1.64], [-1.32, 0.88, 1.92], [0.48, 1.57, -1.40], [1.98, -0.53, -1.83], [0.98, 0.04, 0.42], [1.73, 1.36, 1.20], [-2.06, 0.72, -0.74], [-2.29, -1.16, -0.32], [-0.17, -1.92, -1.03], [-0.70, -0.83, -2.37], [-0.06, -1.53, 2.37], [-0.40, -2.11, 0.88], [-1.67, -1.89, 2.19], [-0.62, 0.85, 2.90], [-2.24, 0.76, 2.46], [-1.22, 1.95, 1.60], [1.30, 2.15, -1.25], [-0.43, 1.98, -0.77], [0.26, 1.74, -2.47], [1.62, -0.87, -2.77], [2.40, -1.34, -1.20], [2.82, 0.14, -1.92], [2.49, 0.60, 2.19]],
  "nbo_charge": [-0.486, -0.374, 0.241, 0.078, -0.666, -0.689, -0.636, -0.609, -0.639, 0.143, 0.216, 0.236, 0.195, 0.223, 0.220, 0.222, 0.217, 0.227, 0.242, 0.231, 0.216, 0.207, 0.215, 0.208, 0.226, 0.211, 0.123],
  "lumo_ev": 0.77,
  "de_lowest_ev": 0.629,
  "energy_ev": -20894.0535,
  "total_charge": 0,
  "homo_lumo_gap_ev": 8.808
}


Record 5
{
  "formula": "C4H6N2S",
  "method": "ωB97M-V/def2-TZVPD",
  "elements": ["S", "C", "C", "C", "N", "N", "C", "H", "H", "H", "H", "H", "H"],
  "coordinates": [[-1.33, 1.51, -0.44], [-1.15, -0.29, -0.25], [-0.10, -0.48, 0.68], [0.85, 0.50, 0.97], [1.41, 0.81, -0.13], [0.92, 0.19, -1.27], [0.05, -0.88, -0.74], [-1.78, 1.90, 0.87], [-1.96, -0.95, 0.15], [-0.06, -1.24, 1.46], [1.18, 1.13, 1.78], [1.81, -0.18, -1.88], [0.15, -2.03, -1.21]],
  "nbo_charge": [-0.007, -0.374, -0.328, -0.020, -0.224, -0.451, -0.072, 0.133, 0.249, 0.227, 0.237, 0.392, 0.237],
  "smiles": "S[C@@H]1[C@@H]2C=NN[C@H]12",
  "lumo_ev": 0.66,
  "de_lowest_ev": 4.939,
  "energy_ev": -18056.0339,
  "total_charge": 0,
  "homo_lumo_gap_ev": 9.418
}


Record 6
{
  "formula": "C2HBrN2O",
  "method": "ωB97M-V/def2-TZVPD",
  "elements": ["C", "C", "N", "N", "O", "Br", "H"],
  "coordinates": [[-0.62, 0.63, 0.19], [1.10, -0.91, 0.06], [-1.12, 0.26, -0.91], [-1.50, -0.12, -1.90], [0.51, 0.06, 0.71], [2.64, -1.36, 1.07], [-1.03, 1.43, 0.78]],
  "nbo_charge": [0.035, 0.124, 0.018, 0.051, -0.472, 0.022, 0.223],
  "lumo_ev": -0.05,
  "de_lowest_ev": 3.660,
  "energy_ev": -77155.3171,
  "total_charge": 0,
  "homo_lumo_gap_ev": 8.953
}